Computed, not measured: a 5-piece molecular cluster, C28H24NO11 overall, with ωB97M-V/def2-TZVPD.

Calculated values
E_LUMO   -0.436 eV

The geometry in ORCA input format:
```
! wB97M-V def2-TZVPD RIJCOSX def2/J DEFGRID3
* xyz -1 1
O -3.34 1.46 -2.91
H -4.49 -1.86 -3.28
H -0.52 4.22 2.68
H -3.12 -4.38 -4.24
C -3.28 0.66 -3.80
C 2.60 -4.59 -5.93
O 3.77 4.61 8.16
O -2.21 -2.58 -4.24
O -0.81 -3.56 -5.78
C -1.20 2.16 2.36
C 2.70 1.66 -1.33
C 2.96 0.35 -1.99
C -3.37 -3.33 -4.43
O -1.28 2.26 1.16
H -4.39 -3.44 -2.53
H -3.67 -3.23 -5.48
C 0.99 -2.37 -6.69
O -0.96 1.82 6.42
H -0.63 1.15 -0.58
C -0.68 3.19 4.53
C 3.21 -3.42 -6.60
C -0.76 3.30 3.20
O 4.41 -3.38 -6.84
C 1.36 1.82 9.91
C -1.55 0.89 3.05
H 2.49 2.27 11.73
C 1.34 1.90 -0.82
C 3.19 3.44 10.11
H 3.97 0.20 -2.37
C 0.63 -0.32 -1.60
H 0.84 -5.49 -5.17
O 3.58 2.49 -1.21
C -1.03 1.92 5.21
C 2.00 3.07 7.90
C -4.51 -2.93 -3.49
H -4.94 -0.12 -4.41
C 1.29 -4.64 -5.66
H -5.47 -3.21 -3.92
C 3.05 3.78 8.67
H -1.21 0.34 -4.23
C 0.37 0.99 -0.94
H -1.86 0.08 2.41
H 1.17 2.86 -0.34
H 2.17 -1.52 -2.60
O -0.24 -1.15 -1.71
C 2.00 -0.56 -2.12
H 3.28 -5.39 -5.66
C 2.30 -2.32 -6.96
C -2.10 -0.28 -4.00
C 1.22 2.16 8.47
H 3.95 3.97 10.66
H -1.72 -0.13 4.89
O 0.64 0.99 10.44
H -1.92 -0.75 -3.02
C 0.39 -3.54 -6.03
O -4.32 0.56 -4.69
C -1.47 0.78 4.37
H 2.76 -1.47 -7.45
H -0.37 4.01 5.16
H 0.45 1.63 7.91
C 2.40 2.53 10.69
H 1.92 3.33 6.85
N -2.30 -1.33 -4.97
H 0.30 -1.57 -6.95
*
```

Population analysis type Mulliken, resulting atomic charges in e:
1. O -0.558
2. H 0.169
3. H 0.445
4. H 0.247
5. C 0.202
6. C -0.443
7. O -0.545
8. O -0.085
9. O -0.472
10. C 0.330
11. C 0.328
12. C -0.402
13. C -0.297
14. O -0.483
15. H 0.315
16. H 0.359
17. C -0.163
18. O -0.594
19. H 0.818
20. C -0.250
21. C 0.388
22. C -0.387
23. O -0.652
24. C 0.330
25. C -0.405
26. H 0.404
27. C -0.358
28. C -0.386
29. H 0.415
30. C 0.329
31. H 0.414
32. O -0.594
33. C 0.322
34. C -0.263
35. C -1.045
36. H 0.328
37. C -0.311
38. H 0.296
39. C 0.275
40. H 0.358
41. C -0.456
42. H 0.472
43. H 0.479
44. H 0.504
45. O -0.570
46. C -0.492
47. H 0.379
48. C -0.459
49. C -0.024
50. C -0.244
51. H 0.401
52. H 0.446
53. O -0.545
54. H 0.151
55. C 0.158
56. O -0.479
57. C -0.400
58. H 0.389
59. H 0.440
60. H 0.593
61. C -0.409
62. H 0.429
63. N -0.627
64. H 0.485



Computed, not measured: one molecule with the formula C28H24O6, with ωB97M-V/def2-TZVPD.

Calculated values
E_LUMO   0.714 eV

The geometry in ORCA input format:
```
! wB97M-V def2-TZVPD RIJCOSX def2/J DEFGRID3
* xyz 0 1
H 3.68 0.32 -1.97
H 2.55 -1.30 5.58
C 1.48 0.08 2.64
H -5.26 -1.35 0.03
C 3.31 0.28 -3.00
C -4.32 0.30 -3.78
C -3.42 -0.24 0.03
H 0.02 0.23 -4.22
C -2.54 1.63 -2.81
H 3.62 -0.66 -3.46
H -2.13 2.59 -2.51
C 0.18 0.80 0.65
C 0.15 -0.74 -1.55
H 0.92 1.57 0.41
O 4.50 0.60 5.47
H -4.34 2.47 -3.62
H 0.86 -1.62 3.85
C 1.11 0.22 -4.32
H -1.97 -3.03 2.31
C 2.53 -0.62 4.72
O -0.24 -1.78 -1.05
C -0.65 0.55 -1.54
C 3.40 1.32 3.50
C 4.64 -0.39 6.51
H -4.36 -3.16 1.52
C -1.82 0.46 -2.53
O 1.40 -0.72 -2.07
C -2.31 -0.78 -2.94
H 3.72 1.12 -3.57
C 2.43 1.13 2.53
H 4.73 -1.40 6.09
C 1.79 0.35 -2.97
O 1.45 1.61 -2.35
C -3.57 -0.86 -3.55
C -3.73 -2.32 1.22
H 1.43 -0.72 -4.78
C 3.48 0.43 4.60
C -3.79 1.55 -3.43
H 2.36 1.80 1.69
C -1.62 -1.20 1.30
H -5.31 0.23 -4.23
O -0.37 -1.15 1.87
C 0.41 -0.05 1.68
C -2.07 -0.23 0.41
H -1.74 -1.69 -2.75
O -0.19 2.91 -1.62
C -2.42 -2.28 1.67
H -3.96 -1.84 -3.82
H 1.43 1.05 -4.95
C 0.19 1.78 -1.88
H -1.56 1.77 -0.08
H 3.79 -0.34 7.21
C 1.57 -0.80 3.74
H 4.11 2.14 3.43
C -1.08 0.79 -0.13
C -4.23 -1.31 0.40
H 5.57 -0.10 7.01
H -3.81 0.58 -0.57
*
```

Population analysis type Mulliken, resulting atomic charges in e:
1. H 0.422
2. H 0.350
3. C 0.257
4. H 0.419
5. C -1.751
6. C -0.468
7. C 0.092
8. H 0.145
9. C -0.387
10. H 0.367
11. H 0.461
12. C -1.095
13. C -0.254
14. H 0.478
15. O -0.453
16. H 0.403
17. H 0.387
18. C -1.206
19. H 0.458
20. C -0.453
21. O -0.574
22. C 3.290
23. C -0.882
24. C -0.818
25. H 0.377
26. C -1.218
27. O -0.298
28. C -0.055
29. H 0.399
30. C -0.461
31. H 0.348
32. C 1.506
33. O -0.323
34. C -0.894
35. C -0.572
36. H 0.382
37. C 0.891
38. C -0.903
39. H 0.502
40. C -0.099
41. H 0.401
42. O -0.537
43. C 1.239
44. C -0.024
45. H 0.472
46. O -0.625
47. C -1.015
48. H 0.412
49. H 0.374
50. C -0.181
51. H 0.934
52. H 0.322
53. C -0.926
54. H 0.416
55. C 0.153
56. C -0.941
57. H 0.242
58. H 0.514



Computed, not measured: C28H25Br2IN4O4S5SbSeTi as an isolated structure, with ωB97M-V/def2-TZVPD.

Calculated values
E_LUMO (spin up / spin down)   3.603 / 3.603 eV
Energy above the lowest of the compared OMol25 structures with the same formula, charge and spin   0.140 eV
<S²>   0.756

The geometry in ORCA input format:
```
! wB97M-V def2-TZVPD RIJCOSX def2/J DEFGRID3
* xyz -2 2
C -5.85 -1.02 -3.84
C -1.10 -1.53 3.21
Br 5.45 -0.45 -4.38
H 2.81 2.63 2.78
C 1.86 -2.52 0.59
C 5.18 2.76 -1.74
Se 0.36 -2.03 -2.80
C -0.25 -0.29 5.56
C 1.57 1.40 1.55
H -0.63 0.70 7.44
C 6.46 3.28 -1.79
O -2.86 -1.45 1.34
C 7.42 2.69 -2.60
H -3.33 -4.20 -2.53
S -2.26 3.39 -4.61
H -6.10 0.90 -4.77
C 4.83 1.63 -2.49
C -0.54 2.40 2.92
H -3.06 -1.44 4.05
C 0.66 -0.63 4.57
Ti 0.17 -0.39 -0.30
H -5.32 -2.87 -2.85
C -2.53 -3.55 -2.18
H 0.86 3.56 4.05
H 6.70 4.16 -1.21
H 8.43 3.10 -2.65
C 0.47 -3.15 0.64
N -0.60 -2.13 0.58
H 0.36 -3.77 1.54
C 0.72 2.83 3.26
H -1.57 -4.06 -2.26
H -6.91 -1.19 -3.76
C -1.59 -0.61 5.37
N -1.78 -0.54 -3.97
S -0.43 1.44 -1.87
C 5.81 1.06 -3.30
C -2.02 -1.22 4.21
H 1.71 -0.39 4.69
C -3.17 -0.50 -4.04
H 7.83 1.11 -4.00
H 0.87 -0.24 7.41
C 0.22 0.41 6.81
C -0.71 1.49 1.89
C 1.80 2.32 2.55
C -3.62 -1.68 -3.45
H -2.70 -3.28 -1.14
H -2.31 -0.35 6.14
O 1.88 -1.29 0.09
H 2.39 0.94 1.01
H -1.18 0.28 -4.04
N -2.49 -2.37 -3.01
H 4.43 3.23 -1.12
H 0.41 -3.83 -0.22
Sb -2.20 3.79 -2.33
C -4.04 0.46 -4.53
C 0.24 -1.25 3.40
S -1.72 -2.26 1.70
C -5.39 0.17 -4.42
H -1.69 1.12 1.59
H -3.66 1.41 -4.89
Br -2.06 2.99 3.88
S -1.98 0.31 -0.97
N 0.34 1.01 1.22
I 2.89 0.95 -2.36
C 7.09 1.58 -3.36
C -4.97 -1.97 -3.34
C -1.40 -1.62 -3.26
H 0.97 -1.50 2.64
S -0.79 5.54 -1.88
O 2.84 -3.11 0.99
O -1.99 -3.64 2.02
H 0.78 1.31 6.57
*
```

Population analysis type Mulliken, resulting atomic charges in e:
1. C -0.542
2. C 0.385
3. Br -0.203
4. H 0.464
5. C 0.533
6. C -0.416
7. Se -0.241
8. C 1.112
9. C -0.313
10. H 0.357
11. C -0.652
12. O -0.692
13. C -0.430
14. H 0.407
15. S -0.734
16. H 0.396
17. C 0.136
18. C -0.867
19. H 0.430
20. C -0.865
21. Ti 0.671
22. H 0.336
23. C -1.171
24. H 0.491
25. H 0.352
26. H 0.339
27. C -0.615
28. N 0.538
29. H 0.432
30. C 0.102
31. H 0.330
32. H 0.368
33. C -0.938
34. N 0.248
35. S -0.662
36. C 0.115
37. C -0.843
38. H 0.388
39. C 0.412
40. H 0.357
41. H 0.330
42. C -1.470
43. C 0.002
44. C -1.272
45. C 1.090
46. H 0.373
47. H 0.278
48. O -0.377
49. H 0.609
50. H 0.387
51. N 0.301
52. H 0.414
53. H 0.175
54. Sb 0.388
55. C -0.617
56. C -0.220
57. S 1.074
58. C -0.672
59. H 0.675
60. H 0.172
61. Br -0.174
62. S -0.563
63. N 0.731
64. I 0.384
65. C -0.444
66. C -0.773
67. C -0.617
68. H 0.338
69. S -0.775
70. O -0.759
71. O -0.811
72. H 0.306



What did we get for E_tot? Answer: -1963.52986, -1532.82633, -12530.08807 Ha, in the order shown.